A cluster of 2 separate species, C3H9NO2S in total at a distorted geometry. Source: the OMol25 dataset; level of theory: wB97M-V/def2-TZVPD.

Computed properties:
- Relative energy (zero: lowest compared OMol25 entry of this formula, charge and spin): 1.6762 eV
- SMILES: N[C@H](C=O)CS.O
- Net charge: 0

Cartesian coordinates (Å):
1 O 2.978202 -1.298711 0.771050
2 C 1.791125 -1.406317 0.653573
3 C 0.941382 -0.709122 -0.379391
4 C 1.022038 0.793422 -0.049676
5 S 0.205044 1.862670 -1.262896
6 N -0.406416 -1.191491 -0.437735
7 H 1.185382 -1.983898 1.387714
8 H 1.378372 -0.748850 -1.385809
9 H 0.629120 0.973901 0.953188
10 H 2.052136 1.136184 -0.078550
11 H -1.034309 1.833734 -0.767692
12 H -1.091503 -0.557231 -0.061560
13 H -0.688160 -1.629510 -1.296391
14 H -2.813806 1.377612 1.313066
15 H -3.447026 0.478980 0.237560
16 O -2.701581 1.068620 0.403549

Atomic forces in eV per Å
O 0.31 0.05 -0.20
C -0.41 -0.30 0.44
C 0.12 1.00 -1.19
C -0.23 0.15 0.11
S 0.06 0.12 -0.08
N -0.09 -0.52 0.73
H 0.07 -0.07 -0.09
H 0.30 -0.48 0.27
H 0.00 0.16 -0.04
H 0.16 -0.23 0.21
H -0.06 -0.11 0.02
H -0.16 0.06 -0.21
H 0.00 0.22 -0.04
H -0.01 -0.08 -0.22
H 0.05 0.11 0.04
O -0.11 -0.08 0.26